21
Properties=species:S:1:pos:R:3 method="wB97M-V/def2-TZVPD" e_lumo_ev="-6.53 / -6.54" fmax_ev_per_a=4.5 spin_multiplicity=1 charge=+1 total_energy_ha=-495.36018 gap_ev="5.6894 / 5.6749"
C -3.247 -1.054 0.037
C -3.301 0.175 -0.568
C -2.103 -1.359 0.727
C -2.217 1.071 -0.426
C 1.198 1.702 0.364
C 1.974 0.591 -0.203
C -1.202 -0.394 0.877
C 2.023 -0.763 0.464
C -0.956 0.738 0.181
C 3.178 -1.227 -0.378
N -0.059 1.722 0.452
N 3.244 0.069 0.341
H -3.907 -1.815 -0.089
H -4.023 0.578 -1.138
H -1.967 -2.449 1.092
H -2.446 2.011 -0.797
H 1.607 2.519 0.759
H 1.842 0.808 -1.332
H 3.618 -2.127 0.053
H 2.937 -1.287 -1.501
H 3.806 0.492 1.086



26
Properties=species:S:1:pos:R:3 method="wB97M-V/def2-TZVPD" e_lumo_ev="-14.12 / -13.74" fmax_ev_per_a=1.0 spin_multiplicity=2 s2=0.768 charge=+3 total_energy_ha=-1739.82422 gap_ev="7.6925 / 8.0961"
V 0.763 -1.200 -0.484
O -2.271 -0.596 -3.125
C -1.257 -0.538 -2.373
O -0.785 -1.489 -1.692
C -0.509 0.752 -2.288
C -0.720 1.935 -2.976
C 0.206 2.965 -2.803
C 1.334 2.773 -1.997
C 1.459 1.548 -1.365
N 0.539 0.592 -1.475
C 2.651 1.167 -0.569
O 3.637 1.531 -0.160
O 2.192 -0.491 -0.221
H -2.708 -1.472 -3.208
H -1.570 2.047 -3.639
H 0.072 3.908 -3.320
H 2.091 3.542 -1.888
C -0.083 -2.010 4.641
C -1.152 -1.933 3.526
C -0.615 -1.562 2.253
N -0.164 -1.260 1.228
H -0.591 -2.318 5.551
H 0.388 -1.045 4.811
H 0.685 -2.745 4.412
H -1.934 -1.202 3.769
H -1.658 -2.898 3.389



27
Properties=species:S:1:pos:R:3 method="wB97M-V/def2-TZVPD" e_lumo_ev="-12.89 / -15.94" fmax_ev_per_a=10.6 spin_multiplicity=5 s2=6.025 charge=+3 total_energy_ha=-965.66997 gap_ev="7.4295 / 6.2799"
O 0.584 0.039 -4.994
C 0.241 -0.485 -4.038
Ru -0.910 -1.477 -1.095
O -1.618 1.010 -2.710
C -1.342 0.071 -2.075
C -2.328 -1.693 0.117
O -3.227 -1.769 0.870
C 0.766 -2.541 -0.568
O 1.291 -3.269 0.212
C -1.486 -2.884 -2.218
O -1.865 -3.799 -2.831
H 1.239 -2.059 -1.467
C 1.269 3.534 0.688
C 0.801 2.139 0.900
C 0.706 1.375 2.052
C 0.223 0.112 1.689
N 0.022 0.115 0.346
N 0.392 1.340 -0.093
C -0.033 -0.998 2.637
H 0.657 4.253 1.260
H 2.309 3.637 1.043
H 1.224 3.807 -0.382
H 0.954 1.703 3.039
H 0.415 1.635 -1.080
H 0.894 -1.262 3.165
H -0.747 -0.648 3.394
H -0.429 -1.886 2.140



24
Properties=species:S:1:pos:R:3 method="wB97M-V/def2-TZVPD" e_lumo_ev=0.60 fmax_ev_per_a=4.8 spin_multiplicity=1 smiles="Nc1ccc(C(=O)c2ccco2)c(N)n1" total_energy_ha=-701.17664 gap_ev=8.9684
N 3.614 1.007 -2.203
C 2.529 0.671 -1.461
C 1.844 -0.474 -1.481
C 0.677 -0.565 -0.766
C 0.233 0.532 -0.039
C -1.050 0.521 0.623
O -1.574 1.507 0.982
C -1.769 -0.724 0.960
C -3.107 -0.889 0.588
C -3.396 -2.247 1.211
C -2.233 -2.679 1.773
O -1.157 -1.831 1.539
C 1.000 1.668 -0.070
N 0.628 2.832 0.577
N 2.187 1.725 -0.718
H 3.995 1.902 -2.017
H 4.256 0.185 -2.382
H 2.214 -1.273 -2.130
H 0.219 -1.603 -0.927
H -3.765 -0.114 0.094
H -4.341 -2.722 1.349
H -2.260 -3.594 2.405
H 1.419 3.323 0.921
H -0.163 2.844 1.171



21
Properties=species:S:1:pos:R:3 method="wB97M-V/def2-TZVPD" e_lumo_ev=-0.07 fmax_ev_per_a=7.9 spin_multiplicity=1 smiles=Nc1ccc2c(O)cccc2c1 total_energy_ha=-516.28331 gap_ev=7.1678
N 3.664 0.068 -0.040
C 2.361 -0.132 -0.091
C 1.750 -1.356 -0.078
C 0.433 -1.649 -0.353
C -0.496 -0.707 -0.085
C -1.821 -0.934 0.156
O -2.616 -2.092 0.118
C -2.643 0.307 -0.059
C -2.270 1.707 -0.169
C -0.826 1.942 0.023
C -0.044 0.737 -0.126
C 1.301 0.924 0.058
H 3.914 0.876 0.633
H 4.222 -0.721 0.518
H 2.160 -2.329 0.179
H 0.091 -2.640 -0.426
H -3.476 -1.826 -0.283
H -3.720 0.229 0.320
H -2.984 2.602 0.161
H -0.529 3.050 -0.484
H 1.529 1.944 0.030



22
Properties=species:S:1:pos:R:3 method="wB97M-V/def2-TZVPD" e_lumo_ev="-0.41 / -0.41" fmax_ev_per_a=5.4 spin_multiplicity=1 smiles="C[C@@H]1C(=O)c2ccccc2[C@H]1N=O" total_energy_ha=-591.55995 gap_ev="8.8084 / 8.8092"
C -2.744 1.452 -0.161
C -1.484 0.827 0.372
C -0.200 1.504 0.235
O -0.022 2.680 -0.012
C 0.871 0.481 0.219
C 2.250 0.816 0.365
C 3.179 -0.162 0.145
C 2.648 -1.458 -0.094
C 1.342 -1.887 -0.171
C 0.397 -0.806 -0.056
C -1.028 -0.760 -0.325
N -1.781 -1.761 0.432
O -2.632 -2.418 -0.111
H -3.018 1.358 -1.290
H -2.536 2.446 -0.040
H -3.705 1.251 0.338
H -1.738 0.473 1.439
H 2.641 1.799 0.576
H 4.284 0.088 0.092
H 3.352 -2.372 -0.216
H 1.136 -2.895 -0.419
H -1.213 -0.658 -1.317